--- i ---
The following is a DFT calculation (ωB97M-V/def2-TZVPD) of a cluster of 2 separate species, C3H10N5 in total.

Properties
total charge: +1
Kohn-Sham gap: 9.832 eV
E_HOMO: -13.443 eV

Last column: Löwdin charge in e.
Cartesian coordinates (Å):
1 C 1.874 -1.452 -0.001  -0.281
2 C -2.331 0.079 0.203  -0.350
3 C 2.281 0.869 -0.062  -0.118
4 N 3.059 -1.730 0.135  0.160
5 N -1.341 -0.493 -0.315  0.055
6 N 1.442 -0.146 0.001  0.049
7 N -3.692 -0.118 0.096  0.079
8 N 1.968 2.153 0.024  0.188
9 H 0.967 -2.098 -0.197  0.146
10 H -2.119 0.816 0.972  0.119
11 H 3.423 0.558 0.040  0.198
12 H 3.324 -2.639 0.281  0.045
13 H -1.258 -1.284 -0.904  0.058
14 H 0.310 -0.117 0.015  0.127
15 H -4.280 0.693 0.386  0.115
16 H -4.146 -0.767 -0.644  0.154
17 H 1.069 2.526 0.099  0.108
18 H 2.703 2.826 -0.230  0.148

--- ii ---
The following is a DFT calculation (ωB97M-V/def2-TZVPD) of a cluster of 2 separate species, C3H10N5 in total.

Properties
total charge: +1
Kohn-Sham gap: 9.477 eV
E_HOMO: -13.087 eV

Last column: Löwdin charge in e.
Cartesian coordinates (Å):
1 C 2.055 0.660 0.196  0.042
2 C 3.282 1.179 -0.196  0.001
3 C -2.612 2.045 -0.349  -0.149
4 N 1.056 0.063 0.152  0.152
5 N -0.132 -0.383 0.023  -0.066
6 N -1.274 0.305 -0.039  -0.007
7 N -1.358 1.550 -0.065  -0.051
8 N -0.477 -2.983 0.359  0.006
9 H 3.355 2.247 0.094  0.134
10 H 3.431 1.057 -1.228  0.097
11 H 4.038 0.763 0.481  0.124
12 H -2.499 3.143 -0.251  0.087
13 H -2.932 1.908 -1.418  0.104
14 H -3.441 1.605 0.234  0.093
15 H -0.983 -2.631 1.278  0.124
16 H -0.317 -1.567 0.104  0.082
17 H -1.321 -3.472 -0.208  0.148
18 H 0.343 -3.602 0.514  0.079

--- iii ---
The following is a DFT calculation (ωB97M-V/def2-TZVPD) of the ion C3H10N5 with charge +1.

Properties
total charge: +1
Kohn-Sham gap (spin up / spin down): 8.702 / 8.701 eV
SMILES: [H]/N=[N+]1\NNN(C)[C@@H]1C
E_HOMO (spin up / spin down): -13.618 / -13.618 eV

Last column: Löwdin charge in e.
Cartesian coordinates (Å):
1 C 0.202 -0.741 -0.233  -0.242
2 C 0.571 -1.736 0.824  0.012
3 C -2.052 0.402 -1.014  -0.010
4 N 2.405 0.247 -0.744  0.216
5 N -0.659 1.234 0.719  0.022
6 N 0.647 1.304 0.391  0.051
7 N -1.054 0.006 0.048  -0.118
8 N 1.235 0.320 -0.242  -0.182
9 H 0.122 -1.258 -1.218  0.183
10 H 1.378 -1.235 1.381  0.103
11 H 0.833 -2.655 0.583  0.040
12 H -0.252 -1.790 1.542  0.107
13 H -2.935 0.839 -0.534  0.102
14 H -1.678 1.140 -1.736  0.095
15 H -2.294 -0.404 -1.544  0.034
16 H 3.093 1.078 -0.627  0.146
17 H -0.933 1.171 1.772  0.199
18 H 1.372 2.079 0.632  0.242

Relative to the most stable one, in kJ/mol, the structures come out at i 0.0; ii 437.0; iii 533.4.

--- i ---
The following is a DFT calculation (ωB97M-V/def2-TZVPD) of a structure of composition C23H36AsN6O5S5Ti.

Properties
total charge: -2
Kohn-Sham gap (spin up / spin down): 5.131 / 5.136 eV
E_HOMO (spin up / spin down): -1.200 / -1.206 eV
⟨S²⟩: 0.755
spin multiplicity: 2

Last column: Löwdin spin population.
Cartesian coordinates (Å):
1 Ti -1.485 0.139 1.552  0.928
2 O -3.487 -5.592 2.525  0.006
3 C -3.173 -4.301 2.215  0.012
4 C -2.561 -3.978 1.004  -0.003
5 C -2.254 -2.651 0.790  0.013
6 N -2.556 -1.730 1.684  0.002
7 C -3.161 -2.015 2.821  0.012
8 C -3.500 -3.317 3.138  -0.004
9 C -3.466 -0.751 3.616  0.001
10 O -4.359 -0.769 4.444  0.002
11 O -2.770 0.247 3.202  -0.004
12 C -1.577 -2.060 -0.448  0.005
13 O -1.466 -2.747 -1.455  0.010
14 O -1.244 -0.844 -0.283  -0.002
15 H -3.118 -6.164 1.843  0.000
16 H -2.315 -4.724 0.258  0.000
17 H -3.998 -3.546 4.069  0.000
18 S 2.784 1.709 3.588  0.016
19 As 0.753 1.077 3.622  0.015
20 S 0.506 -0.877 2.456  -0.009
21 S -0.529 2.293 2.209  -0.016
22 S -0.193 0.882 5.505  0.003
23 C 6.917 -0.475 -0.908  0.000
24 C 5.871 0.489 -1.454  0.000
25 C 4.999 1.128 -0.377  0.000
26 C 4.129 0.142 0.394  0.000
27 N 3.290 -0.676 -0.476  0.000
28 C 2.121 -0.218 -0.986  0.000
29 S 1.644 1.369 -0.883  0.000
30 N 1.350 -1.174 -1.579  0.000
31 C 1.868 -2.330 -2.270  0.000
32 C 2.621 -1.975 -3.554  0.000
33 C 3.284 -3.180 -4.217  0.000
34 C 4.480 -3.713 -3.434  0.000
35 H 7.580 -0.846 -1.694  0.000
36 H 6.453 -1.344 -0.436  0.000
37 H 7.538 0.010 -0.149  0.000
38 H 5.220 -0.043 -2.156  0.000
39 H 6.368 1.274 -2.033  0.000
40 H 4.351 1.883 -0.825  0.000
41 H 5.624 1.645 0.361  0.000
42 H 3.518 0.670 1.134  0.000
43 H 4.763 -0.561 0.940  0.000
44 H 3.264 -1.653 -0.230  0.000
45 H 0.442 -0.830 -1.857  0.000
46 H 1.014 -2.973 -2.490  0.000
47 H 2.518 -2.910 -1.609  0.000
48 H 3.381 -1.223 -3.317  0.000
49 H 1.918 -1.500 -4.243  0.000
50 H 3.612 -2.904 -5.223  0.000
51 H 2.542 -3.977 -4.347  0.000
52 H 5.194 -2.911 -3.228  0.000
53 H 5.006 -4.497 -3.984  0.000
54 H 4.184 -4.135 -2.473  0.000
55 C -4.945 4.590 2.105  0.000
56 C -4.244 3.485 2.868  0.000
57 N -4.100 2.336 1.992  0.002
58 C -3.591 2.482 0.729  0.006
59 N -2.932 1.506 0.198  0.004
60 C -2.416 1.637 -1.161  0.000
61 C -3.175 2.657 -1.987  0.000
62 C -3.235 3.940 -1.187  0.000
63 N -3.892 3.679 0.082  0.003
64 C -4.127 4.883 0.864  0.000
65 H -5.036 5.492 2.713  0.000
66 H -5.947 4.260 1.818  0.000
67 H -4.817 3.167 3.738  0.000
68 H -3.263 3.824 3.226  0.000
69 H -3.682 1.542 2.477  0.000
70 H -2.445 0.656 -1.630  0.000
71 H -1.355 1.907 -1.112  0.000
72 H -4.193 2.312 -2.190  0.000
73 H -2.671 2.818 -2.942  0.000
74 H -3.808 4.721 -1.696  0.000
75 H -2.218 4.327 -1.027  0.000
76 H -4.635 5.599 0.211  0.000
77 H -3.169 5.337 1.159  0.000

--- ii ---
The following is a DFT calculation (ωB97M-V/def2-TZVPD) of a structure of composition C23H36AsN6O5S5Ti.

Properties
total charge: -2
Kohn-Sham gap (spin up / spin down): 5.074 / 5.083 eV
E_HOMO (spin up / spin down): -1.471 / -1.480 eV
⟨S²⟩: 0.756
spin multiplicity: 2

Last column: Löwdin spin population.
Cartesian coordinates (Å):
1 Ti 0.207 0.492 -0.249  0.914
2 O -2.372 -5.139 0.069  0.007
3 C -1.803 -3.903 -0.034  0.015
4 C -1.481 -3.353 -1.277  -0.004
5 C -0.901 -2.104 -1.279  0.017
6 N -0.675 -1.438 -0.160  0.003
7 C -0.947 -1.957 1.026  0.016
8 C -1.513 -3.216 1.135  -0.005
9 C -0.519 -1.048 2.179  0.002
10 O -0.502 -1.516 3.311  0.004
11 O -0.208 0.123 1.783  -0.005
12 C -0.266 -1.415 -2.491  0.003
13 O -0.268 -1.979 -3.576  0.007
14 O 0.343 -0.335 -2.171  -0.004
15 H -2.523 -5.481 -0.819  0.000
16 H -1.649 -3.872 -2.212  -0.001
17 H -1.713 -3.636 2.111  -0.001
18 S -1.248 4.987 0.470  0.016
19 As -0.740 3.539 -0.974  0.020
20 S -1.862 1.632 -0.637  -0.014
21 S 1.292 2.633 -0.445  -0.015
22 S -0.794 4.084 -3.021  0.011
23 C 3.917 -2.106 -7.386  0.000
24 C 4.724 -1.427 -6.284  0.000
25 C 4.793 -2.246 -4.996  0.000
26 C 3.487 -2.246 -4.200  0.000
27 N 2.931 -0.927 -3.967  0.000
28 C 3.478 -0.042 -3.067  0.000
29 S 4.824 -0.405 -2.106  0.000
30 N 2.877 1.143 -3.017  0.000
31 C 1.852 1.655 -3.920  0.000
32 C 2.457 2.539 -5.007  0.000
33 C 1.456 2.832 -6.121  0.000
34 C 1.184 1.623 -7.013  0.000
35 H 3.851 -1.485 -8.281  0.000
36 H 2.895 -2.307 -7.058  0.000
37 H 4.367 -3.061 -7.672  0.000
38 H 4.275 -0.457 -6.058  0.000
39 H 5.738 -1.224 -6.639  0.000
40 H 5.598 -1.881 -4.362  0.000
41 H 5.014 -3.293 -5.243  0.000
42 H 3.629 -2.792 -3.262  0.000
43 H 2.727 -2.776 -4.782  0.000
44 H 1.917 -0.899 -3.963  0.000
45 H 3.122 1.734 -2.235  0.000
46 H 1.133 2.226 -3.333  0.000
47 H 1.296 0.834 -4.361  0.000
48 H 3.349 2.052 -5.423  0.000
49 H 2.785 3.477 -4.550  0.000
50 H 1.830 3.656 -6.738  0.000
51 H 0.527 3.181 -5.665  0.000
52 H 2.116 1.223 -7.426  0.000
53 H 0.533 1.886 -7.850  0.000
54 H 0.697 0.816 -6.465  0.000
55 C 3.460 -4.312 -0.341  0.000
56 C 2.147 -3.785 -0.893  0.000
57 N 2.180 -2.350 -0.778  0.001
58 C 2.594 -1.692 0.344  0.002
59 N 2.234 -0.462 0.504  0.005
60 C 2.838 0.315 1.586  0.001
61 C 4.162 -0.272 2.034  0.000
62 C 3.935 -1.732 2.372  0.000
63 N 3.415 -2.398 1.191  0.001
64 C 3.581 -3.833 1.095  0.000
65 H 4.278 -3.896 -0.935  0.000
66 H 3.507 -5.402 -0.379  0.000
67 H 1.305 -4.222 -0.335  0.000
68 H 2.013 -4.045 -1.943  0.000
69 H 1.719 -1.757 -1.447  0.000
70 H 2.135 0.358 2.424  0.000
71 H 2.959 1.339 1.234  0.000
72 H 4.552 0.272 2.896  0.000
73 H 4.887 -0.206 1.219  0.000
74 H 3.241 -1.826 3.218  0.000
75 H 4.867 -2.234 2.646  0.000
76 H 2.834 -4.352 1.715  0.000
77 H 4.564 -4.083 1.505  0.000

--- iii ---
The following is a DFT calculation (ωB97M-V/def2-TZVPD) of a structure of composition C23H36AsN6O5S5Ti.

Properties
total charge: -2
Kohn-Sham gap (spin up / spin down): 5.166 / 5.162 eV
E_HOMO (spin up / spin down): -1.503 / -1.498 eV
⟨S²⟩: 0.755
spin multiplicity: 2

Last column: Löwdin spin population.
Cartesian coordinates (Å):
1 Ti -1.758 1.475 0.923  0.920
2 O -5.472 1.266 -4.086  0.006
3 C -4.645 1.261 -2.997  0.013
4 C -3.328 0.818 -3.087  -0.003
5 C -2.562 0.858 -1.939  0.014
6 N -3.058 1.307 -0.797  0.002
7 C -4.318 1.703 -0.694  0.013
8 C -5.164 1.700 -1.784  -0.004
9 C -4.674 2.060 0.749  0.002
10 O -5.837 2.293 1.037  0.005
11 O -3.647 2.045 1.517  -0.005
12 C -1.116 0.410 -1.810  0.003
13 O -0.527 -0.053 -2.780  0.006
14 O -0.657 0.579 -0.625  -0.003
15 H -4.971 0.959 -4.849  0.000
16 H -2.892 0.449 -4.008  -0.001
17 H -6.190 2.022 -1.683  -0.001
18 S -1.489 5.162 3.610  0.007
19 As -0.245 3.872 2.511  0.017
20 S -0.985 3.694 0.404  -0.011
21 S -0.588 1.722 3.014  -0.014
22 S 1.852 4.290 2.584  0.017
23 C 3.316 -2.481 -3.389  0.000
24 C 4.346 -1.842 -2.463  0.000
25 C 4.311 -2.390 -1.038  0.000
26 C 3.004 -2.104 -0.304  0.000
27 N 2.683 -0.687 -0.270  0.000
28 C 3.164 0.166 0.690  0.000
29 S 4.250 -0.323 1.897  0.000
30 N 2.720 1.419 0.608  0.000
31 C 2.106 2.021 -0.560  0.000
32 C 3.156 2.442 -1.584  0.000
33 C 2.534 3.025 -2.850  0.000
34 C 1.773 1.989 -3.675  0.000
35 H 3.420 -2.117 -4.414  0.000
36 H 2.298 -2.260 -3.065  0.000
37 H 3.428 -3.569 -3.407  0.000
38 H 4.174 -0.763 -2.423  0.000
39 H 5.349 -1.982 -2.876  0.000
40 H 5.132 -1.966 -0.458  0.000
41 H 4.455 -3.478 -1.059  0.000
42 H 3.052 -2.509 0.710  0.000
43 H 2.166 -2.590 -0.808  0.000
44 H 1.730 -0.480 -0.545  0.000
45 H 2.821 2.029 1.423  0.000
46 H 1.551 2.884 -0.203  0.000
47 H 1.370 1.352 -1.003  0.000
48 H 3.780 1.579 -1.843  0.000
49 H 3.808 3.181 -1.111  0.000
50 H 3.321 3.470 -3.467  0.000
51 H 1.858 3.839 -2.571  0.000
52 H 2.400 1.114 -3.871  0.000
53 H 1.456 2.398 -4.637  0.000
54 H 0.878 1.642 -3.156  0.000
55 C 0.798 -2.725 3.372  0.000
56 C 1.046 -1.513 2.499  0.000
57 N -0.116 -1.312 1.646  0.001
58 C -1.384 -1.370 2.133  0.005
59 N -2.307 -0.658 1.563  0.007
60 C -3.702 -0.843 1.952  0.001
61 C -3.947 -2.167 2.651  0.000
62 C -2.924 -2.288 3.761  0.000
63 N -1.598 -2.256 3.174  0.002
64 C -0.514 -2.535 4.106  0.000
65 H 1.612 -2.847 4.089  0.000
66 H 0.744 -3.625 2.753  0.000
67 H 1.914 -1.647 1.856  0.000
68 H 1.230 -0.621 3.107  0.000
69 H 0.004 -0.651 0.888  0.001
70 H -4.322 -0.759 1.055  0.000
71 H -4.004 -0.025 2.611  0.000
72 H -3.824 -3.005 1.959  0.000
73 H -4.962 -2.198 3.053  0.000
74 H -3.020 -3.235 4.300  0.000
75 H -3.057 -1.474 4.488  0.000
76 H -0.790 -3.435 4.663  0.000
77 H -0.418 -1.714 4.831  0.000

Relative to the most stable one, in kJ/mol, the structures come out at i 97.7; ii 10.4; iii 0.0.

--- i ---
The following is a DFT calculation (ωB97M-V/def2-TZVPD) of the molecule C3H2F2O.

Properties
Kohn-Sham gap: 10.298 eV
SMILES: OC=C=C(F)F
E_HOMO: -9.846 eV

Last column: Löwdin charge in e.
Cartesian coordinates (Å):
1 C 0.687 -0.010 0.019  -0.186
2 C 2.000 -0.027 0.140  0.085
3 C 3.307 -0.036 0.004  -0.367
4 O -0.321 0.185 0.921  0.027
5 F 4.077 -1.121 -0.012  0.114
6 F 4.046 1.031 -0.312  0.108
7 H 0.312 -0.170 -0.992  0.121
8 H -1.165 -0.097 0.567  0.099

--- ii ---
The following is a DFT calculation (ωB97M-V/def2-TZVPD) of the molecule C3H2F2O.

Properties
Kohn-Sham gap: 11.624 eV
SMILES: C#CC(O)(F)F
E_HOMO: -10.941 eV

Last column: Löwdin charge in e.
Cartesian coordinates (Å):
1 C 1.689 1.025 -0.048  0.176
2 C 0.687 0.423 -0.276  -0.018
3 C -0.653 -0.010 -0.105  -0.479
4 O -0.577 -1.768 -0.297  -0.037
5 F -1.119 0.137 1.152  0.122
6 F -1.577 0.376 -0.948  0.169
7 H 2.543 1.740 0.016  0.080
8 H -0.992 -1.923 0.506  -0.012

--- iii ---
The following is a DFT calculation (ωB97M-V/def2-TZVPD) of a structure of composition C3H2F2O.

Properties
Kohn-Sham gap (spin up / spin down): 8.402 / 6.741 eV
E_HOMO (spin up / spin down): -10.267 / -9.066 eV

Last column: Löwdin charge in e.
Cartesian coordinates (Å):
1 C -0.330 0.667 -0.216  0.043
2 C -0.674 -0.523 -0.780  0.037
3 C 0.959 0.018 0.046  -0.192
4 O 0.631 -1.145 -0.555  0.102
5 F 2.153 0.236 0.568  0.220
6 F -0.065 0.259 2.313  -0.465
7 H -1.091 1.363 -0.085  0.106
8 H -1.583 -0.875 -1.290  0.150

Relative to the most stable one, in kJ/mol, the structures come out at i 0.0; ii 105.4; iii 368.8.

--- i ---
The following is a DFT calculation (ωB97M-V/def2-TZVPD) of a cluster of 2 separate species, C9H11O2 in total.

Properties
total charge: -1
Kohn-Sham gap: 6.541 eV
E_HOMO: -3.771 eV

Last column: Löwdin charge in e.
Cartesian coordinates (Å):
1 C -0.518 1.050 4.630  -0.070
2 C -1.225 -0.341 4.677  -0.807
3 O -2.305 -0.334 5.324  -0.129
4 O -0.651 -1.308 4.125  -0.125
5 H -1.234 1.760 5.038  0.040
6 H -0.130 1.387 3.668  0.043
7 H 0.309 0.994 5.352  0.051
8 C 2.178 0.108 -3.460  -0.063
9 C -0.077 -1.063 -0.628  -0.066
10 C 1.030 -0.834 -1.431  -0.061
11 C -1.318 -0.574 -1.024  -0.090
12 C 0.949 -0.100 -2.615  -0.297
13 C -1.409 0.192 -2.163  -0.097
14 C -0.288 0.395 -2.982  -0.069
15 H 0.082 -1.584 0.313  0.114
16 H 1.986 -1.184 -1.067  0.108
17 H -2.201 -0.762 -0.434  0.104
18 H -2.302 0.703 -2.495  0.095
19 H 2.870 0.759 -2.907  0.081
20 H 1.941 0.595 -4.404  0.068
21 H -0.426 0.952 -3.898  0.099
22 H 2.738 -0.810 -3.621  0.072

--- ii ---
The following is a DFT calculation (ωB97M-V/def2-TZVPD) of a cluster of 2 separate species, C9H11O2 in total.

Properties
total charge: -1
Kohn-Sham gap: 7.118 eV
E_HOMO: -4.057 eV

Last column: Löwdin charge in e.
Cartesian coordinates (Å):
1 C -0.714 -2.829 -0.718  -0.052
2 C -1.538 -3.092 0.609  -0.797
3 O -1.951 -2.065 1.191  -0.109
4 O -1.870 -4.265 0.781  -0.088
5 H 0.198 -3.362 -0.630  0.032
6 H -0.511 -1.827 -0.951  -0.007
7 H -1.148 -3.307 -1.643  0.072
8 C 0.126 4.129 -0.079  -0.086
9 C 0.239 0.399 0.039  -0.025
10 C -0.229 1.738 0.197  -0.016
11 C 1.536 0.071 -0.472  -0.085
12 C 0.635 2.765 -0.194  -0.344
13 C 2.350 1.127 -0.716  -0.113
14 C 1.901 2.471 -0.568  -0.084
15 H -0.498 -0.316 0.462  0.087
16 H -1.149 1.804 0.607  0.072
17 H 1.872 -0.854 -0.745  0.067
18 H 3.395 0.943 -1.112  0.113
19 H -0.036 4.677 -0.968  0.050
20 H 0.789 4.728 0.640  0.099
21 H 2.722 3.211 -0.462  0.113
22 H -0.904 4.266 0.433  0.102

Relative to the most stable one, in kJ/mol, the structures come out at i 0.0; ii 101.0.